[1]
2 unconnected molecules or ions with the total composition CH3N2O2S at a distorted geometry, computed with ωB97M-V/def2-TZVPD.

As for the frontier orbital gap: 7.06 eV. The spin multiplicity is 1. Its total energy is -18995.809 eV. The largest force on an atom is 2.2 eV/Å. The LUMO energy comes out at 3.828 eV. The value obtained for the HOMO energy is -3.228 eV. As for the total charge: -1.

Element x y z (Å)
1 C 2.128 -0.057 -0.076
2 N -0.635 0.658 -0.275
3 N 0.186 -0.385 0.331
4 O 2.708 -0.880 0.584
5 O 2.225 0.811 -0.900
6 S -0.296 -1.852 -0.423
7 H -0.109 0.986 -1.144
8 H -0.678 1.270 0.502
9 H 0.817 -2.055 -1.192


[2]
A molecular structure, C44H47AsBaF2N5SSi2 at a distorted geometry, computed with ωB97M-V/def2-TZVPD.

As for the frontier orbital gap: 4.83 eV. The spin multiplicity is 1. Its total energy is -147404.224 eV. The largest force on an atom is 1.1 eV/Å. The LUMO energy comes out at 1.804 eV. The value obtained for the HOMO energy is -3.028 eV. As for the total charge: -1.

Element x y z (Å)
1 Ba 1.730 0.192 0.254
2 C 3.805 -2.595 -0.562
3 Si 5.017 -1.146 -0.298
4 C 6.019 -1.619 1.277
5 C 6.174 -1.326 -1.831
6 N 4.147 0.299 -0.161
7 C 4.714 1.544 -0.109
8 C 6.100 1.718 -0.136
9 C 6.714 2.956 -0.178
10 C 5.928 4.091 -0.240
11 C 4.554 3.954 -0.176
12 C 3.903 2.723 -0.039
13 N 2.547 2.649 0.162
14 Si 1.576 4.025 0.362
15 C -0.202 3.460 0.777
16 C 1.460 5.115 -1.233
17 C 1.962 5.197 1.844
18 H 4.339 -3.470 -0.918
19 H 3.045 -2.361 -1.306
20 H 3.313 -2.866 0.365
21 H 6.438 -2.620 1.228
22 H 5.368 -1.574 2.146
23 H 6.831 -0.921 1.452
24 H 6.724 -2.263 -1.813
25 H 6.892 -0.518 -1.913
26 H 5.579 -1.314 -2.740
27 H 6.720 0.836 -0.133
28 H 7.795 3.032 -0.179
29 H 6.371 5.077 -0.329
30 H 3.939 4.838 -0.232
31 H -0.729 3.134 -0.117
32 H -0.766 4.279 1.210
33 H -0.194 2.643 1.498
34 H 1.858 4.563 -2.080
35 H 2.047 6.026 -1.149
36 H 0.439 5.401 -1.474
37 H 1.877 4.658 2.783
38 H 1.292 6.052 1.902
39 H 2.979 5.566 1.780
40 F 0.771 0.511 6.067
41 C 0.920 -0.413 5.075
42 C 1.067 -0.004 3.763
43 C 1.249 -0.911 2.716
44 C 1.246 -2.274 3.073
45 C 1.037 -2.658 4.397
46 F 0.923 -3.984 4.726
47 C 0.876 -1.750 5.422
48 C 1.398 -3.348 2.076
49 C 2.184 -4.476 2.339
50 C 2.162 -5.532 1.450
51 C 1.414 -5.411 0.289
52 C 0.733 -4.223 0.078
53 N 0.708 -3.229 0.945
54 H 1.045 1.060 3.560
55 H 0.726 -2.075 6.438
56 H 2.791 -4.526 3.230
57 H 2.709 -6.441 1.659
58 H 1.353 -6.217 -0.425
59 H 0.153 -4.060 -0.821
60 C -5.504 4.637 0.442
61 C -5.227 3.685 1.411
62 C -4.335 2.665 1.136
63 C -3.712 2.571 -0.104
64 C -3.992 3.533 -1.064
65 C -4.881 4.562 -0.793
66 As -2.545 0.995 -0.370
67 C -2.155 1.191 -2.259
68 C -1.094 1.892 -2.804
69 C -0.883 1.887 -4.176
70 C -1.756 1.189 -4.998
71 C -2.822 0.487 -4.465
72 C -3.025 0.455 -3.087
73 C -4.043 -0.295 -2.373
74 C -4.956 -1.190 -2.924
75 C -5.872 -1.843 -2.120
76 C -5.899 -1.607 -0.752
77 C -4.973 -0.742 -0.187
78 C -4.041 -0.104 -0.978
79 H -6.200 5.437 0.655
80 H -5.700 3.748 2.384
81 H -4.099 1.918 1.889
82 H -3.508 3.480 -2.033
83 H -5.090 5.316 -1.542
84 H -0.421 2.446 -2.158
85 H -0.044 2.423 -4.600
86 H -1.591 1.176 -6.067
87 H -3.498 -0.036 -5.129
88 H -4.928 -1.400 -3.983
89 H -6.574 -2.544 -2.557
90 H -6.619 -2.115 -0.122
91 H -4.966 -0.583 0.887
92 S -2.019 -2.425 -1.096
93 C -3.158 -3.494 -0.602
94 N -3.656 -4.489 -1.381
95 C -4.733 -5.203 -0.735
96 C -4.606 -4.737 0.728
97 N -3.737 -3.584 0.621
98 H -3.566 -4.433 -2.380
99 H -4.588 -6.282 -0.844
100 H -5.710 -4.932 -1.156
101 H -4.160 -5.516 1.359
102 H -5.576 -4.458 1.152
103 H -3.309 -3.156 1.424


[3]
A molecular structure, C15H18N4O3S at a distorted geometry, computed with ωB97M-V/def2-TZVPD.

As for the frontier orbital gap: 8.91 eV. The spin multiplicity is 1. Its total energy is -38769.587 eV. The largest force on an atom is 19.6 eV/Å. The LUMO energy comes out at 0.378 eV. The value obtained for the HOMO energy is -8.534 eV.

Element x y z (Å)
1 C 4.511 -0.689 -1.392
2 H 4.571 -1.518 -0.768
3 H 5.373 -0.096 -1.503
4 H 3.884 0.096 -0.861
5 O 4.185 -0.699 -2.688
6 C 3.037 -1.689 -2.821
7 O 2.615 -2.441 -1.895
8 C 2.426 -1.549 -4.305
9 H 2.805 -0.726 -4.886
10 H 2.738 -2.575 -4.685
11 S 0.452 -1.679 -4.385
12 C 0.370 -0.312 -3.237
13 N 1.533 0.451 -2.505
14 N 0.724 1.136 -1.693
15 C -0.434 1.067 -1.678
16 N -0.754 -0.191 -2.548
17 C -1.956 -0.663 -2.720
18 H -2.665 -0.682 -1.942
19 H -2.689 0.025 -3.617
20 H -1.981 -1.773 -3.174
21 C -1.388 1.696 -0.783
22 N -1.541 0.741 0.433
23 C -2.541 -0.055 0.770
24 O -3.388 -0.429 0.012
25 C -2.388 -0.489 2.014
26 C -1.585 0.109 3.236
27 C 0.004 -0.064 3.436
28 C 0.366 0.742 4.229
29 C -0.109 1.495 5.019
30 C -1.517 1.714 4.948
31 C -2.306 1.062 3.904
32 H -3.223 1.244 3.786
33 H -2.119 2.481 5.500
34 H 0.494 2.235 5.807
35 H 1.661 0.561 4.400
36 H 0.179 -0.815 2.704
37 H -1.725 -1.478 1.909
38 H -3.314 -1.250 2.541
39 H -0.732 0.996 1.133
40 H -1.159 2.522 -0.685
41 H -2.415 1.490 -1.010


[4]
A molecular structure, C23H32BIrN8O at a distorted geometry, computed with ωB97M-V/def2-TZVPD.

As for the frontier orbital gap (alpha / beta): 7.23 / 4.64 eV. The spin multiplicity is 2. Its total energy is -41831.170 eV. The largest force on an atom is 1.4 eV/Å. The LUMO energy (alpha / beta) comes out at -10.084 / -12.655 eV. The value obtained for the HOMO energy (alpha / beta) is -17.315 / -17.295 eV. As for the total charge: +3.

Element x y z (Å)
1 Ir -0.376 -0.597 0.212
2 C -2.583 -0.620 -2.510
3 C -1.233 -0.012 -2.621
4 C -0.643 0.579 -3.802
5 C 0.713 0.974 -3.440
6 C 1.743 1.610 -4.286
7 N 0.857 0.646 -2.201
8 N -0.335 0.054 -1.682
9 B 2.108 0.672 -1.250
10 N 1.698 1.443 -0.003
11 N 0.698 0.949 0.767
12 C 0.602 1.684 1.892
13 C -0.346 1.398 3.006
14 C 1.550 2.698 1.806
15 C 2.227 2.519 0.614
16 C 3.356 3.304 0.044
17 N 2.354 -0.789 -0.848
18 N 1.397 -1.522 -0.195
19 C 1.929 -2.731 0.096
20 C 1.225 -3.829 0.817
21 C 3.223 -2.773 -0.386
22 C 3.467 -1.556 -0.968
23 C 4.710 -1.073 -1.633
24 H -3.059 -0.657 -3.487
25 H -3.220 -0.034 -1.846
26 H -2.512 -1.640 -2.130
27 H -1.115 0.688 -4.770
28 H 1.343 1.813 -5.277
29 H 2.613 0.957 -4.386
30 H 2.084 2.547 -3.842
31 H 3.043 1.151 -1.799
32 H -0.931 0.500 2.822
33 H -1.026 2.236 3.160
34 H 0.212 1.260 3.932
35 H 1.738 3.460 2.543
36 H 3.560 4.162 0.679
37 H 3.128 3.663 -0.960
38 H 4.264 2.703 -0.016
39 H 0.219 -3.558 1.107
40 H 1.787 -4.101 1.710
41 H 1.188 -4.719 0.190
42 H 3.906 -3.600 -0.305
43 H 5.459 -1.859 -1.616
44 H 5.117 -0.199 -1.123
45 H 4.526 -0.798 -2.672
46 C -1.484 -2.608 3.967
47 C -1.851 -2.086 2.625
48 O -0.945 -1.794 1.787
49 N -3.116 -1.931 2.290
50 C -3.493 -1.507 0.950
51 C -3.381 -0.013 0.795
52 C -4.491 0.793 0.962
53 C -4.384 2.165 0.791
54 C -3.153 2.692 0.444
55 C -2.080 1.837 0.291
56 N -2.173 0.503 0.468
57 H -0.588 -3.220 3.882
58 H -2.288 -3.187 4.416
59 H -1.248 -1.765 4.622
60 H -3.835 -2.155 2.965
61 H -4.506 -1.848 0.748
62 H -2.826 -2.000 0.237
63 H -5.443 0.343 1.212
64 H -5.249 2.805 0.915
65 H -3.018 3.753 0.285
66 H -1.113 2.222 0.004


[5]
A molecular structure, C30H80AlO18S2 at a distorted geometry, computed with ωB97M-V/def2-TZVPD.

As for the frontier orbital gap: 8.87 eV. The spin multiplicity is 1. Its total energy is -97531.618 eV. The largest force on an atom is 12.2 eV/Å. The LUMO energy comes out at 1.766 eV. The value obtained for the HOMO energy is -7.102 eV. As for the total charge: -1.

Element x y z (Å)
1 Al -1.084 2.287 -1.178
2 S -3.297 0.619 -0.152
3 O -2.323 1.185 -1.182
4 O -2.490 -0.036 0.932
5 O -3.925 1.826 0.486
6 O -4.412 -0.208 -0.622
7 S -0.009 2.991 -3.371
8 O -1.113 3.463 -2.616
9 O 0.484 2.015 -2.082
10 O -0.251 1.903 -4.494
11 O 0.931 3.954 -3.935
12 C 0.809 1.978 0.991
13 C -0.168 3.294 0.945
14 C 0.651 4.364 0.257
15 O -1.376 2.986 0.262
16 H 0.913 1.726 -0.016
17 H 0.409 1.116 1.455
18 H 1.760 2.054 1.448
19 H -0.275 3.512 1.982
20 H 1.028 4.100 -0.715
21 H 1.318 4.711 0.964
22 H -0.097 5.143 -0.095
23 H -2.116 2.472 0.653
24 C 1.582 -1.464 -6.278
25 C 0.315 -1.086 -5.554
26 C -0.772 -2.194 -5.596
27 O 0.641 -0.925 -4.153
28 H 1.847 -2.517 -6.097
29 H 2.469 -0.892 -6.043
30 H 1.397 -1.328 -7.390
31 H -0.059 -0.142 -6.060
32 H -0.299 -3.029 -5.041
33 H -0.919 -2.482 -6.602
34 H -1.726 -1.877 -5.170
35 H 0.220 -0.120 -3.710
36 C -2.566 2.085 3.616
37 C -2.174 0.836 4.383
38 C -3.346 0.201 5.123
39 O -1.661 -0.100 3.358
40 H -1.691 2.458 3.041
41 H -3.036 2.848 4.255
42 H -3.328 1.761 2.920
43 H -1.361 1.133 5.071
44 H -4.165 -0.117 4.416
45 H -3.789 0.695 5.916
46 H -2.927 -0.740 5.593
47 H -2.054 0.137 2.455
48 C 2.018 -0.590 6.869
49 C 1.777 0.906 6.745
50 C 1.723 1.261 5.302
51 O 0.563 1.184 7.390
52 H 1.183 -1.197 6.477
53 H 2.198 -0.885 7.833
54 H 2.929 -0.797 6.241
55 H 2.620 1.450 7.225
56 H 1.541 2.326 5.046
57 H 0.943 0.731 4.786
58 H 2.702 0.999 4.790
59 H 0.368 2.104 7.124
60 C -3.426 -4.270 -3.352
61 C -3.742 -3.074 -2.523
62 C -3.632 -3.375 -1.008
63 O -2.753 -2.138 -2.792
64 H -4.219 -4.968 -3.384
65 H -2.484 -4.686 -3.015
66 H -3.202 -4.009 -4.376
67 H -4.671 -2.653 -2.735
68 H -3.874 -2.425 -0.569
69 H -2.581 -3.620 -0.762
70 H -4.296 -4.199 -0.653
71 H -2.879 -1.271 -2.484
72 C -0.217 -2.870 1.541
73 C -1.362 -3.696 2.133
74 C -0.820 -4.726 3.163
75 O -2.404 -2.918 2.771
76 H -0.684 -1.991 1.014
77 H 0.202 -3.654 0.862
78 H 0.599 -2.519 2.210
79 H -1.800 -4.274 1.326
80 H -1.591 -5.496 3.413
81 H -0.604 -4.200 4.086
82 H 0.083 -5.270 2.864
83 H -2.314 -2.020 2.379
84 C 2.549 -3.571 -2.777
85 C 1.728 -4.478 -1.798
86 C 1.951 -5.875 -2.212
87 O 2.108 -4.331 -0.436
88 H 2.249 -3.677 -3.783
89 H 3.613 -3.755 -2.654
90 H 2.267 -2.554 -2.581
91 H 0.688 -4.245 -1.959
92 H 3.021 -6.185 -2.006
93 H 1.724 -5.996 -3.232
94 H 1.254 -6.586 -1.717
95 H 1.687 -3.477 -0.157
96 C 6.111 3.012 1.398
97 C 5.238 4.194 1.874
98 C 4.074 3.557 2.581
99 O 6.097 5.009 2.697
100 H 6.593 2.648 2.292
101 H 7.024 3.168 0.823
102 H 5.509 2.142 1.039
103 H 4.911 4.820 1.022
104 H 3.369 3.119 1.895
105 H 3.563 4.328 3.170
106 H 4.502 2.889 3.304
107 H 5.614 5.721 3.206
108 C 4.217 -4.277 2.518
109 C 3.111 -4.261 3.547
110 C 3.069 -5.391 4.575
111 O 3.503 -3.064 4.305
112 H 4.284 -3.293 2.144
113 H 4.143 -4.988 1.724
114 H 5.095 -4.380 3.204
115 H 1.995 -4.070 3.197
116 H 2.451 -5.203 5.532
117 H 4.083 -5.589 4.859
118 H 2.605 -6.340 4.183
119 H 2.842 -2.753 4.892
120 C -3.928 7.347 -6.588
121 C -4.880 7.054 -7.764
122 C -5.323 8.263 -8.592
123 O -4.234 6.149 -8.535
124 H -4.422 7.706 -5.649
125 H -3.247 8.137 -6.883
126 H -3.345 6.399 -6.392
127 H -5.736 6.562 -7.292
128 H -4.483 8.955 -8.691
129 H -6.100 8.880 -8.161
130 H -5.654 8.085 -9.595
131 H -3.351 6.427 -8.833


[6]
A single C9H17P molecule at a distorted geometry, computed with ωB97M-V/def2-TZVPD.

As for the frontier orbital gap: 9.74 eV. The spin multiplicity is 1. Its total energy is -18894.421 eV. Its SMILES is C=CCCC(C)(C)C(=C)P. The largest force on an atom is 3.0 eV/Å. The LUMO energy comes out at 0.906 eV. The value obtained for the HOMO energy is -8.834 eV.

Element x y z (Å)
1 C 0.980 -1.001 -2.879
2 C 1.256 0.086 -2.223
3 C 1.969 0.138 -0.915
4 C 1.328 -0.111 0.434
5 C -0.044 0.363 0.865
6 C -0.362 0.000 2.288
7 C -0.224 1.855 0.827
8 C -1.079 -0.389 0.003
9 C -1.944 0.158 -0.844
10 P -1.311 -2.193 0.224
11 H 0.507 -0.908 -3.889
12 H 1.098 -2.041 -2.536
13 H 1.270 1.000 -2.740
14 H 2.869 -0.527 -1.037
15 H 2.547 1.078 -0.924
16 H 1.358 -1.249 0.543
17 H 2.073 0.255 1.158
18 H 0.321 0.322 3.081
19 H -0.335 -1.074 2.506
20 H -1.433 0.319 2.482
21 H 0.746 2.218 1.110
22 H -0.973 2.124 1.519
23 H -0.346 2.235 -0.169
24 H -1.931 1.236 -1.127
25 H -2.771 -0.238 -1.375
26 H -0.308 -2.291 -0.687
27 H -2.346 -2.248 -0.751


Copy entry 6 word for word.
A single C9H17P molecule at a distorted geometry, computed with ωB97M-V/def2-TZVPD.

As for the frontier orbital gap: 9.74 eV. The spin multiplicity is 1. Its total energy is -18894.421 eV. Its SMILES is C=CCCC(C)(C)C(=C)P. The largest force on an atom is 3.0 eV/Å. The LUMO energy comes out at 0.906 eV. The value obtained for the HOMO energy is -8.834 eV.

Element x y z (Å)
1 C 0.980 -1.001 -2.879
2 C 1.256 0.086 -2.223
3 C 1.969 0.138 -0.915
4 C 1.328 -0.111 0.434
5 C -0.044 0.363 0.865
6 C -0.362 0.000 2.288
7 C -0.224 1.855 0.827
8 C -1.079 -0.389 0.003
9 C -1.944 0.158 -0.844
10 P -1.311 -2.193 0.224
11 H 0.507 -0.908 -3.889
12 H 1.098 -2.041 -2.536
13 H 1.270 1.000 -2.740
14 H 2.869 -0.527 -1.037
15 H 2.547 1.078 -0.924
16 H 1.358 -1.249 0.543
17 H 2.073 0.255 1.158
18 H 0.321 0.322 3.081
19 H -0.335 -1.074 2.506
20 H -1.433 0.319 2.482
21 H 0.746 2.218 1.110
22 H -0.973 2.124 1.519
23 H -0.346 2.235 -0.169
24 H -1.931 1.236 -1.127
25 H -2.771 -0.238 -1.375
26 H -0.308 -2.291 -0.687
27 H -2.346 -2.248 -0.751


Question: Which of these has the lowest total energy?
Answer: C44H47AsBaF2N5SSi2


Question: The lowest total energy belongs to which entry?
Answer: C44H47AsBaF2N5SSi2


Question: The lowest total energy belongs to which entry?
Answer: C44H47AsBaF2N5SSi2